1.
C9H17BrN2O4Ti | the ωB97M-V functional and the def2-TZVPD basis

The HOMO-LUMO gap is 2.42 eV. The value obtained for the lowest unoccupied orbital energy is -11.622 eV.

Geometry as ORCA input:
```
! RIJCOSX wB97M-V def2-TZVPD def2/J DEFGRID3
* xyz 2 1
C -2.1898 1.9359 -0.6903
C -0.8734 2.4089 -1.5946
C -0.2475 1.1015 -2.4290
Br 1.1459 1.6262 -3.7606
N 0.1405 0.0049 -1.4705
C 0.5117 -1.2903 -2.1486
O -0.6438 -2.2236 -1.9320
C -0.6032 -2.7432 -0.5372
C -1.5449 -2.2156 0.6981
O 0.3048 -3.7299 -0.3077
C 1.1296 0.4405 -0.4185
O 2.1706 1.2603 -0.5762
O 0.9696 -0.1476 0.9533
C 0.5374 0.8875 1.9079
N 1.1348 0.6419 3.3073
C 2.6243 0.3726 3.2265
H -3.1450 1.7236 -1.3632
H -1.9654 0.9190 -0.1322
H -2.4073 2.7292 0.1639
H -0.0619 2.9429 -0.9371
H -1.3094 3.1667 -2.4055
H -1.1745 0.6869 -3.0568
H 1.4955 -1.7836 -1.6928
H 0.6516 -1.2327 -3.3082
H -2.3093 -3.0675 1.0157
H -0.8633 -1.9536 1.6404
H -2.1497 -1.2222 0.4531
H 0.7569 1.9918 1.5645
H -0.6491 0.7943 1.9896
H 0.6349 -0.1654 3.7626
H 2.8553 -0.7258 2.8366
H 3.0758 0.4500 4.3139
H 3.2065 1.1411 2.5233
Ti -1.2084 -4.7246 -1.5958
*
```


2.
C9H17Cl2N3O2 | the ωB97M-V functional and the def2-TZVPD basis

The HOMO-LUMO gap is 9.28 eV. As for the structure (SMILES): C[C@H](Cl)[C@H](C)NC(=O)N(N=O)[C@H](C)[C@H](C)Cl. The value obtained for the lowest unoccupied orbital energy is -0.427 eV. For the relative energy (zero: lowest compared OMol25 entry of this formula, charge and spin), the calculation gives 9.7 kcal/mol.

Geometry as ORCA input:
```
! RIJCOSX wB97M-V def2-TZVPD def2/J DEFGRID3
* xyz 0 1
O -1.5395 -1.3243 -1.4899
O 1.3244 1.3674 -0.5666
Cl -1.8478 3.3003 3.1960
Cl 2.6401 -0.7950 1.3975
N -0.4364 -1.6630 -1.1429
C 0.3909 0.5707 -0.6153
N -0.8291 1.0061 -0.0745
N 0.5864 -0.7252 -1.0858
C -3.1508 1.2445 1.9197
C 2.0049 -3.2084 0.3607
C -1.8649 3.2500 -0.0458
C 2.0429 -2.0244 -2.6029
C -1.7337 1.8307 2.1074
C 2.6180 -1.8748 -0.0509
C -1.0441 2.1728 0.7359
C 1.9752 -1.2125 -1.2863
H -1.4307 0.1863 0.1489
H -3.4536 0.8189 2.8755
H -3.1702 0.4481 1.1359
H -3.8596 1.9956 1.5684
H 2.6334 -3.7057 1.1121
H 1.0260 -3.0316 0.8225
H 1.9205 -3.8448 -0.5437
H -2.8355 2.9202 -0.4049
H -1.9627 4.1761 0.5449
H -1.2774 3.4900 -0.9375
H 1.4741 -1.4968 -3.3614
H 3.0567 -2.1068 -2.9544
H 1.5835 -3.0250 -2.5346
H -1.0814 1.0703 2.6083
H 3.6459 -2.0588 -0.3302
H -0.0630 2.5951 0.9954
H 2.6577 -0.3460 -1.5014
*
```


3.
C9H17ClN3O10Os | the ωB97M-V functional and the def2-TZVPD basis

The HOMO-LUMO gap (alpha / beta) is 9.73 / 7.19 eV. The value obtained for the lowest unoccupied orbital energy (alpha / beta) is -3.687 / -6.223 eV.

Geometry as ORCA input:
```
! RIJCOSX wB97M-V def2-TZVPD def2/J DEFGRID3
* xyz 1 5
Os -0.0571 -0.5485 0.3184
C -0.4754 1.4952 3.0363
O -1.1298 1.1707 1.7939
C -1.4100 2.3701 1.0423
C -2.2542 1.9990 -0.1340
O -1.4615 1.1560 -0.9547
C -2.1178 0.7921 -2.1757
H -1.1326 2.1384 3.6213
H 0.4727 1.9985 2.8563
H -0.2974 0.5696 3.5777
H -0.4655 2.8081 0.7090
H -1.9441 3.0779 1.6784
H -2.5459 2.9020 -0.6757
H -3.1588 1.4647 0.1785
H -2.2905 1.6922 -2.7668
H -3.0654 0.2909 -1.9764
H -1.4603 0.1169 -2.7149
N -1.1992 -1.7372 1.8461
N -2.0701 -2.5877 1.1427
C -2.0910 -2.5201 -0.2440
O -2.7132 -3.2694 -0.9205
O -1.3904 -1.4597 -0.7153
H -0.4647 -2.2664 2.3212
H -1.7282 -1.1962 2.5273
H -2.3466 -3.4583 1.5717
O 3.3684 -0.9544 0.6197
Cl 2.4747 -1.1232 1.7032
O 3.0877 -1.0651 2.9617
O 1.6411 -2.2990 1.5156
O 1.4445 0.0346 1.6322
O 1.2435 -2.4498 -1.8334
C 1.6891 -1.3423 -1.9170
C 2.8167 -0.8139 -2.7719
C 3.0184 0.6422 -2.3334
C 1.9521 0.9110 -1.2966
O 1.7455 1.9069 -0.6597
N 1.1820 -0.2652 -1.1416
H 2.5386 -0.9181 -3.8203
H 3.6913 -1.4388 -2.6002
H 2.9175 1.3670 -3.1399
H 3.9861 0.8095 -1.8616
*
```


4.
C9H17ClO11P | the ωB97M-V functional and the def2-TZVPD basis

The HOMO-LUMO gap is 8.02 eV. The value obtained for the lowest unoccupied orbital energy is 2.420 eV.

Geometry as ORCA input:
```
! RIJCOSX wB97M-V def2-TZVPD def2/J DEFGRID3
* xyz -1 1
C -3.0218 -1.5540 1.7786
C -2.5382 -0.6687 0.6502
O -3.3675 -0.7192 -0.5227
C -2.5867 -0.3229 -1.5884
O -3.0001 -0.1848 -2.6864
O -1.3015 -0.1461 -1.1544
C -1.1724 -0.9233 0.0349
C -0.0114 -0.4109 0.8934
O 0.3207 0.9156 0.5143
C 0.4544 1.8087 1.5718
O 1.5908 1.5572 2.3705
C 2.7894 1.3436 1.6375
C 3.2155 2.5066 0.7444
O 4.2892 2.1119 -0.1039
P -1.0390 -2.7230 -0.5777
C 0.2283 -3.3941 0.5863
O -0.1119 -2.4739 -1.9098
H -2.6006 -1.1845 2.7182
H -2.7146 -2.5959 1.6437
H -4.1102 -1.5144 1.8315
H -2.5455 0.3859 0.9688
H 0.8701 -1.0421 0.7769
H -0.2956 -0.4304 1.9538
H 0.4889 2.8119 1.1348
H -0.4094 1.7462 2.2489
H 2.7262 0.4218 1.0442
H 3.5649 1.1862 2.3936
H 2.3867 2.8888 0.1405
H 3.5877 3.3219 1.3681
H 3.9629 1.3893 -0.6560
H 0.3082 -4.4654 0.3800
H 1.2066 -2.9373 0.4178
H -0.0667 -3.2521 1.6324
H -0.0097 -1.5369 -2.1600
O -0.4527 2.0841 -2.6684
Cl -0.2235 1.6177 -4.0185
O 0.7162 2.5024 -4.6723
O -1.4625 1.6030 -4.7519
O 0.3346 0.2771 -3.9649
*
```